Record 1
# C4H13NO

2 unconnected molecules or ions with the total composition C4H13NO (ωB97M-V/def2-TZVPD, the OMol25 dataset).

Geometry (Å):
C (1.42595, 0.27770, 1.55863)
C (0.35931, -0.61170, 0.83023)
N (-0.38001, 0.08767, -0.34325)
C (-0.78327, -1.05436, -1.32263)
C (-1.72982, 0.54465, 0.12089)
H (2.16654, 0.64155, 0.82093)
H (0.87291, 1.16234, 2.08277)
H (2.03226, -0.22352, 2.37546)
H (-0.38034, -1.03169, 1.57887)
H (0.84963, -1.56880, 0.45101)
H (-0.93309, -1.96439, -0.74190)
H (-0.03892, -1.31928, -1.99529)
H (-1.64994, -0.83965, -1.86806)
H (-2.36551, 0.04187, 0.80221)
H (-1.47707, 1.48304, 0.62805)
H (-2.27940, 0.82528, -0.78113)
O (1.76652, 1.12429, -1.68699)
H (1.72287, 1.04328, -0.79998)
H (0.82137, 1.38172, -1.70984)

As for the SMILES: CCN(C)C.O. The relative energy (zero: lowest compared OMol25 entry of this formula, charge and spin) comes out at 49.5 kcal/mol. The molar mass is 91.154 g/mol. The HOMO-LUMO gap is 0.3832 Ha. Its HOMO energy is -9.47 eV. The value obtained for the calculated total energy is -7894.5144 eV.



Record 2
# C4H13NO

2 unconnected molecules or ions with the total composition C4H13NO (ωB97M-V/def2-TZVPD, the OMol25 dataset).

Geometry (Å):
C (0.00000, 0.00000, 0.00000)
C (-0.22051, -0.45343, -1.48220)
C (1.12252, -0.65513, -2.23411)
N (1.98318, 0.52400, -2.01323)
C (3.15172, 0.36441, -2.83709)
H (-0.94068, -0.24161, 0.52283)
H (0.13837, 1.09422, 0.01240)
H (0.83642, -0.46661, 0.54707)
H (-0.76998, -1.40695, -1.36242)
H (-0.86243, 0.23385, -2.06618)
H (1.66687, -1.58022, -1.96333)
H (0.94996, -0.67393, -3.32741)
H (2.42623, 0.54183, -1.08577)
H (2.99639, 0.52779, -3.91681)
H (3.59081, -0.63702, -2.69239)
H (3.86603, 1.11867, -2.46632)
O (-2.00379, 3.21063, -3.20126)
H (-2.33097, 3.00603, -4.10644)
H (-2.32683, 4.12244, -3.02096)

As for the SMILES: CCCNC.O. The relative energy (zero: lowest compared OMol25 entry of this formula, charge and spin) comes out at 22.3 kcal/mol. The molar mass is 91.154 g/mol. The HOMO-LUMO gap is 0.3588 Ha. Its HOMO energy is -8.84 eV. The value obtained for the calculated total energy is -7895.6926 eV.



Record 3
# C4H13NO

2 unconnected molecules or ions with the total composition C4H13NO (ωB97M-V/def2-TZVPD, the OMol25 dataset).

Geometry (Å):
C (-1.33174, 0.73832, 0.53497)
C (-0.38199, -0.40502, 0.93354)
C (-0.70185, -1.70888, 0.16312)
C (1.09542, -0.06311, 0.73267)
N (1.44180, 1.33781, 0.99560)
H (-1.18745, 1.33848, -0.36240)
H (-1.21171, 1.37505, 1.42106)
H (-2.38145, 0.43856, 0.50634)
H (-0.57063, -0.59933, 1.99190)
H (0.07610, -2.43340, 0.43490)
H (-1.63495, -2.12050, 0.54384)
H (-0.73847, -1.59222, -0.91465)
H (1.29843, -0.31279, -0.32288)
H (1.74601, -0.68725, 1.34404)
H (1.01297, 1.94977, 0.31207)
H (2.43363, 1.45735, 0.78643)
O (0.13626, 0.57070, -3.28609)
H (1.00116, 0.90778, -3.06320)
H (-0.10156, -0.19131, -2.75126)

As for the SMILES: CC(C)CN.O. The relative energy (zero: lowest compared OMol25 entry of this formula, charge and spin) comes out at 13.0 kcal/mol. The molar mass is 91.154 g/mol. The HOMO-LUMO gap is 0.3741 Ha. Its HOMO energy is -9.45 eV. The value obtained for the calculated total energy is -7896.0955 eV.



Record 4
# C4H13NO

2 unconnected molecules or ions with the total composition C4H13NO (ωB97M-V/def2-TZVPD, the OMol25 dataset).

Geometry (Å):
C (1.41487, 1.12594, 3.08398)
C (0.31012, 0.23553, 2.48329)
O (0.43147, 0.10455, 1.05955)
C (-0.41694, 0.55365, -0.03712)
C (-1.83360, -0.14834, -0.18890)
H (2.35566, 0.51565, 3.19765)
H (1.16983, 1.93777, 3.75354)
H (1.47086, 1.77105, 2.16932)
H (0.33888, -0.66148, 3.09478)
H (-0.62859, 0.70822, 2.60822)
H (-0.46055, 1.67430, 0.07339)
H (0.19987, 0.65758, -1.00362)
H (-2.42674, 0.32465, -0.95095)
H (-1.79658, -1.24281, -0.35099)
H (-2.31535, -0.07949, 0.81934)
N (0.82899, -1.90671, -5.02223)
H (0.54521, -2.62395, -4.41750)
H (0.24562, -1.91157, -5.82869)
H (0.56696, -1.03453, -4.54306)

As for the SMILES: CCOCC.N. The relative energy (zero: lowest compared OMol25 entry of this formula, charge and spin) comes out at 55.6 kcal/mol. The molar mass is 91.154 g/mol. The HOMO-LUMO gap is 0.3852 Ha. Its HOMO energy is -9.67 eV. The value obtained for the calculated total energy is -7894.2510 eV.